<1>
This record from OMol25 describes a structure of composition C25H35F4MoN7O2P. The level of theory is ωB97M-V/def2-TZVPD.

Properties
charge: +3
⟨S²⟩: 2.04
HOMO level (spin up / spin down): -16.40 / -16.56 eV
multiplicity: 3

CARTESIAN COORDINATES (ANGSTROEM)
Mo: -0.06782 -0.93417 -0.12892
C: 0.23919 -5.00877 -1.95104
C: 0.24910 -3.82720 -0.99789
N: 0.00620 -2.47133 -1.61640
C: 1.13255 -2.06710 -2.54268
C: 0.98038 -2.42667 -4.01351
C: -1.34326 -2.43279 -2.26255
C: -1.75557 -1.00448 -2.54173
N: -1.23368 -0.15461 -1.45393
C: -1.51476 1.22752 -1.55309
C: -0.49659 2.14959 -1.35311
F: 0.75219 1.68788 -1.11989
C: -0.73034 3.50431 -1.40998
F: 0.30623 4.34627 -1.16956
C: -1.98248 4.00597 -1.68822
C: -3.00591 3.10021 -1.88819
F: -4.22724 3.52444 -2.13778
C: -2.78589 1.73239 -1.81129
F: -3.81095 0.90857 -1.96253
H: 0.37466 -5.91360 -1.35822
H: 1.05910 -4.97043 -2.66651
H: -0.70297 -5.11427 -2.48782
H: 1.20795 -3.76571 -0.48908
H: -0.52182 -3.95089 -0.23629
H: 2.03043 -2.52461 -2.12929
H: 1.25531 -0.97989 -2.46072
H: 0.77362 -3.48297 -4.16635
H: 1.92371 -2.20279 -4.51191
H: 0.20765 -1.84283 -4.50997
H: -2.03566 -2.89954 -1.56265
H: -1.34576 -3.02483 -3.17467
H: -2.84302 -0.95223 -2.56524
H: -1.38823 -0.63587 -3.50083
H: -2.16890 5.07029 -1.75500
N: -4.80595 -1.26495 5.44754
C: -4.10773 -1.29511 4.53572
C: -3.20729 -1.32635 3.41356
C: -3.20906 -2.42345 2.54461
C: -2.34407 -2.44664 1.46662
C: -1.46166 -1.38097 1.27315
C: -1.46800 -0.28462 2.13860
C: -2.34407 -0.25339 3.21265
H: -3.89563 -3.24153 2.71968
H: -2.36839 -3.29525 0.79462
H: -0.78798 0.55320 1.99662
H: -2.37115 0.59469 3.88358
C: 3.59903 -0.22482 -0.58262
C: 3.11128 -1.17626 0.44890
N: 1.84972 -1.53774 0.67379
C: 1.87058 -2.46536 1.72165
C: 3.14917 -2.65590 2.10674
N: 3.90887 -1.83693 1.29683
H: 2.83844 0.51993 -0.79787
H: 3.86210 -0.74549 -1.50523
H: 4.48946 0.29638 -0.23273
H: 0.97315 -2.91559 2.11065
H: 3.58222 -3.29134 2.86087
H: 4.91585 -1.77337 1.30713
N: 1.43135 2.64442 5.37484
C: 2.20792 2.03950 4.22454
P: 1.33799 2.47329 2.64222
O: 0.05772 3.09933 3.14109
O: 1.39469 1.28428 1.74937
C: 2.23367 3.92183 1.88794
N: 1.21545 5.00372 1.63002
H: 1.27613 1.98042 6.13259
H: 0.51948 2.94673 4.97998
H: 1.89273 3.45758 5.77980
H: 2.16031 0.95750 4.32347
H: 3.24948 2.34636 4.28710
H: 2.71451 3.65942 0.95000
H: 2.98514 4.32791 2.56230
H: 1.56887 5.93564 1.83980
H: 0.39312 4.78720 2.22587
H: 0.91772 4.99704 0.65330

Results of the Mulliken charge analysis, in e, for atoms 1 through 4: 0.095 -1.323 -0.298 0.754



<2>
This record from OMol25 describes a structure of composition C25H35F4MoN7O2P. The level of theory is ωB97M-V/def2-TZVPD.

Properties
charge: +3
⟨S²⟩: 2.03
HOMO level (spin up / spin down): -16.52 / -16.67 eV
multiplicity: 3

CARTESIAN COORDINATES (ANGSTROEM)
Mo: -0.52174 0.64996 0.49917
C: -3.87580 3.11034 2.12931
C: -2.97533 1.96638 1.70206
N: -1.75201 2.34629 0.91012
C: -2.10477 2.91248 -0.44397
C: -2.24713 4.42539 -0.54009
C: -0.87349 3.24990 1.71439
C: 0.51595 3.33152 1.10426
N: 0.83595 2.01569 0.52412
C: 2.07016 1.86181 -0.14313
C: 2.09062 1.16081 -1.34696
F: 0.90895 0.72846 -1.86492
C: 3.27207 0.88615 -2.00103
F: 3.21782 0.14686 -3.13531
C: 4.48366 1.32497 -1.50874
C: 4.47761 2.02981 -0.31755
F: 5.61208 2.44500 0.21369
C: 3.29481 2.28759 0.37052
F: 3.35096 2.90858 1.54589
H: -4.68248 2.69011 2.72871
H: -4.33682 3.61184 1.28343
H: -3.36508 3.84465 2.74794
H: -3.52967 1.25592 1.08698
H: -2.60268 1.42787 2.57907
H: -3.03515 2.41772 -0.73365
H: -1.32663 2.58555 -1.15140
H: -2.93671 4.82694 0.19658
H: -2.64682 4.66261 -1.52485
H: -1.29496 4.94174 -0.44581
H: -0.82998 2.82459 2.71819
H: -1.32469 4.23848 1.79347
H: 1.23044 3.56861 1.89225
H: 0.60348 4.10508 0.33433
H: 5.41190 1.12378 -2.02277
N: 2.12303 -3.50896 5.90514
C: 1.66862 -2.80011 5.12853
C: 1.08768 -1.93822 4.13763
C: 0.23602 -0.90039 4.52693
C: -0.31247 -0.06770 3.56943
C: -0.02416 -0.29353 2.22231
C: 0.82581 -1.33107 1.83533
C: 1.38882 -2.15658 2.79767
H: 0.02225 -0.75138 5.57548
H: -0.95853 0.74083 3.88646
H: 1.05570 -1.51910 0.78358
H: 2.06477 -2.95288 2.51982
C: -2.18933 0.10742 -2.80987
C: -2.66769 -0.58280 -1.58755
N: -2.18681 -0.43675 -0.35652
C: -2.94643 -1.26317 0.47164
C: -3.87931 -1.89251 -0.27708
N: -3.68820 -1.45004 -1.56573
H: -1.13121 0.34681 -2.71714
H: -2.75063 1.02587 -2.98784
H: -2.31348 -0.53152 -3.68191
H: -2.76102 -1.34251 1.53006
H: -4.65168 -2.59034 -0.01610
H: -4.25101 -1.70283 -2.36496
N: 1.31149 -5.54898 -1.26368
C: 0.42688 -4.47973 -1.84829
P: 1.31073 -2.85313 -1.68751
O: 2.50670 -3.19869 -0.83938
O: 0.31297 -1.80677 -1.34700
C: 2.09620 -2.44258 -3.32026
N: 3.54433 -2.15588 -3.03656
H: 0.80246 -6.16842 -0.62701
H: 2.06762 -5.04358 -0.74520
H: 1.74519 -6.13967 -1.97897
H: -0.46897 -4.42043 -1.23192
H: 0.13573 -4.76552 -2.85609
H: 1.65332 -1.56107 -3.77944
H: 2.04278 -3.27136 -4.02611
H: 4.16838 -2.52736 -3.75852
H: 3.75779 -2.59451 -2.11323
H: 3.71117 -1.14438 -2.96041

Results of the Mulliken charge analysis, in e, for atoms 1 through 4: -0.001 -1.324 -0.287 0.685



Of them, <2> has the lowest stability.